(1)
The following is a DFT calculation (wB97M-V/def2-TZVPD) of a 8-piece molecular cluster, C14H44N2O8 overall.

Bonds (Å) are listed after each position.
Cartesian coordinates (Å):
1 C -0.021 2.621 3.483  C2 1.523, H4 1.142, H5 1.084, H6 1.073
2 C -0.411 1.775 4.689  C1 1.523, O3 1.417, H7 1.135, H8 1.092
3 O 0.622 0.855 4.994  C2 1.417, H9 0.941
4 H -0.691 3.546 3.456  C1 1.142
5 H -0.086 2.139 2.515  C1 1.084
6 H 0.998 2.930 3.609  C1 1.073
7 H -1.446 1.309 4.668  C2 1.135
8 H -0.548 2.460 5.528  C2 1.092
9 H 0.233 0.228 5.577  O3 0.941
10 C 2.243 0.499 -4.166  C11 1.567, H13 1.030, H14 1.082, H15 1.095
11 C 2.879 -0.076 -2.855  C10 1.567, O12 1.395, H16 1.108, H17 1.075
12 O 2.017 -1.066 -2.383  C11 1.395, H18 0.945
13 H 2.152 -0.289 -4.823  C10 1.030
14 H 2.985 1.130 -4.639  C10 1.082
15 H 1.281 1.010 -4.057  C10 1.095
16 H 3.048 0.705 -2.087  C11 1.108
17 H 3.835 -0.514 -3.078  C11 1.075
18 H 2.116 -1.299 -1.473  O12 0.945
19 C -1.767 -0.480 -4.502  C20 1.505, H22 1.119, H23 1.072, H24 1.066
20 C -1.444 -1.619 -3.575  C19 1.505, O21 1.404, H25 1.081, H26 1.072
21 O -2.206 -2.754 -3.895  C20 1.404, H27 1.001
22 H -1.453 0.517 -4.103  C19 1.119
23 H -2.830 -0.351 -4.556  C19 1.072
24 H -1.406 -0.653 -5.490  C19 1.066
25 H -1.678 -1.403 -2.542  C20 1.081
26 H -0.386 -1.783 -3.521  C20 1.072
27 H -1.583 -3.496 -4.147  O21 1.001
28 C -2.517 0.714 1.678  C29 1.526, H31 1.095, H32 1.082, H33 1.080
29 C -1.932 -0.684 1.859  C28 1.526, O30 1.394, H34 1.102, H35 1.085
30 O -0.670 -0.562 2.439  C29 1.394, H36 0.976
31 H -2.086 1.322 0.876  C28 1.095
32 H -2.539 1.350 2.552  C28 1.082
33 H -3.499 0.536 1.265  C28 1.080
34 H -1.852 -1.165 0.871  C29 1.102
35 H -2.549 -1.345 2.459  C29 1.085
36 H -0.770 -0.594 3.409  O30 0.976
37 C 4.562 0.966 2.576  C38 1.525, H40 1.091, H41 1.078, H42 1.154
38 C 3.070 1.094 2.861  C37 1.525, O39 1.440, H43 1.113, H44 1.105
39 O 2.575 -0.256 2.941  C38 1.440, H45 0.968
40 H 4.747 0.562 1.580  C37 1.091
41 H 5.010 0.325 3.318  C37 1.078
42 H 5.122 1.973 2.525  C37 1.154
43 H 2.608 1.647 2.012  C38 1.113
44 H 2.908 1.674 3.788  C38 1.105
45 H 1.629 -0.086 3.062  O39 0.968
46 C -4.780 0.620 -1.256  C47 1.499, H49 1.100, H50 1.076, H51 1.017
47 C -4.933 -0.495 -2.246  C46 1.499, O48 1.406, H52 1.065, H53 1.101
48 O -4.165 -1.565 -1.752  C47 1.406, H54 0.963
49 H -3.725 0.872 -1.067  C46 1.100
50 H -5.234 0.472 -0.292  C46 1.076
51 H -5.219 1.489 -1.550  C46 1.017
52 H -4.480 -0.174 -3.154  C47 1.065
53 H -5.991 -0.767 -2.377  C47 1.101
54 H -3.761 -2.065 -2.469  O48 0.963
55 C 2.863 -2.639 0.523  O56 1.408, N57 1.292, N58 1.284
56 O 3.019 -3.956 0.052  C55 1.408
57 N 1.815 -1.933 0.251  C55 1.292, H59 0.994, H60 1.010
58 N 3.729 -1.995 1.219  C55 1.284, H61 1.046, H62 1.008
59 H 1.088 -2.415 -0.226  N57 0.994
60 H 1.475 -1.035 0.564  N57 1.010
61 H 4.627 -2.438 1.521  N58 1.046
62 H 3.439 -1.131 1.650  N58 1.008
63 C -0.002 1.013 -1.010  O64 1.362, H65 1.111, H66 1.085, H67 1.100
64 O 0.578 0.738 0.192  C63 1.362, H68 0.941
65 H -0.951 0.439 -1.083  C63 1.111
66 H 0.594 0.798 -1.891  C63 1.085
67 H -0.104 2.106 -1.078  C63 1.100
68 H -0.152 0.650 0.779  O64 0.941

HOMO ... -8.45 eV
SMILES string ... NC(N)=O.CCO.CCO.CCO.CCO.CCO.CCO.CO
E ... -1271.10990 Eh


(2)
The following is a DFT calculation (wB97M-V/def2-TZVPD) of C6H9N in the gas phase.

Bonds (Å) are listed after each position.
Cartesian coordinates (Å):
1 C 2.125 -0.493 -0.323  N2 1.447, H8 1.103, H9 1.095, H10 1.094
2 N 1.113 0.444 0.115  C1 1.447, C5 1.460, H11 1.017
3 C -2.086 0.753 0.999  C4 1.503, C7 1.462
4 C -1.115 1.382 0.040  C3 1.503, C5 1.538, H12 1.097, H13 1.099
5 C -0.184 0.305 -0.542  N2 1.460, C4 1.538, C6 1.515, H14 1.099
6 C -0.903 -0.954 -0.103  C5 1.515, C7 1.352, H15 1.091
7 C -1.830 -0.678 0.842  C3 1.462, C6 1.352, H16 1.087
8 H 1.836 -1.556 -0.260  C1 1.103
9 H 2.365 -0.266 -1.367  C1 1.095
10 H 3.030 -0.346 0.273  C1 1.094
11 H 0.954 0.372 1.117  N2 1.017
12 H -0.534 2.161 0.549  C4 1.097
13 H -1.690 1.924 -0.725  C4 1.099
14 H -0.021 0.350 -1.627  C5 1.099
15 H -0.657 -1.957 -0.455  C6 1.091
16 H -2.357 -1.441 1.409  C7 1.087

HOMO ... -8.19 eV
E ... -288.62503 Eh


(3)
The following is a DFT calculation (wB97M-V/def2-TZVPD) of C24H33NO3 in the gas phase.

Bonds (Å) are listed after each position.
Cartesian coordinates (Å):
1 C 2.345 -4.621 -2.681  H2 1.086, H3 1.087, H4 1.087, C5 1.525
2 H 3.396 -4.812 -2.876  C1 1.086
3 H 1.763 -4.909 -3.552  C1 1.087
4 H 2.023 -5.224 -1.836  C1 1.087
5 C 2.129 -3.143 -2.370  C1 1.525, C6 1.528, H10 1.100, O11 1.424
6 C 2.932 -2.713 -1.142  C5 1.528, H7 1.088, H8 1.087, H9 1.087
7 H 2.733 -1.676 -0.884  C6 1.088
8 H 2.660 -3.336 -0.294  C6 1.087
9 H 3.995 -2.829 -1.337  C6 1.087
10 H 2.431 -2.549 -3.245  C5 1.100
11 O 0.732 -2.993 -2.142  C5 1.424, C12 1.360
12 C 0.176 -1.754 -2.085  O11 1.360, C13 1.390, C17 1.404
13 C 0.798 -0.571 -2.468  C12 1.390, C14 1.385, H61 1.078
14 C 0.140 0.641 -2.335  C13 1.385, C15 1.386, H60 1.080
15 C -1.143 0.705 -1.815  C14 1.386, C16 1.389, C24 1.504
16 C -1.777 -0.483 -1.473  C15 1.389, C17 1.382, H23 1.081
17 C -1.144 -1.704 -1.610  C12 1.404, C16 1.382, C18 1.508
18 C -1.832 -2.989 -1.219  C17 1.508, O19 1.406, H21 1.100, H22 1.094
19 O -3.227 -2.879 -1.082  C18 1.406, H20 0.964
20 H -3.592 -2.574 -1.920  O19 0.964
21 H -1.569 -3.769 -1.948  C18 1.100
22 H -1.462 -3.309 -0.240  C18 1.094
23 H -2.774 -0.462 -1.057  C16 1.081
24 C -1.748 2.044 -1.492  C15 1.504, N25 1.457, H58 1.095, H59 1.104
25 N -0.910 2.692 -0.492  C24 1.457, C26 1.447, C33 1.450
26 C -1.304 4.050 -0.184  N25 1.447, C27 1.529, H56 1.094, H57 1.107
27 C -0.231 4.713 0.680  C26 1.529, H28 1.090, C29 1.530, H55 1.092
28 H 0.671 4.849 0.083  C27 1.090
29 C 0.084 3.877 1.922  C27 1.530, H30 1.092, H31 1.093, C32 1.538
30 H 0.941 4.304 2.447  C29 1.092
31 H -0.777 3.921 2.595  C29 1.093
32 C 0.353 2.402 1.579  C29 1.538, C33 1.532, C36 1.544, C41 1.554
33 C -0.828 1.919 0.731  N25 1.450, C32 1.532, H34 1.090, H35 1.105
34 H -0.701 0.866 0.480  C33 1.090
35 H -1.759 2.005 1.321  C33 1.105
36 C 1.659 2.304 0.760  C32 1.544, H37 1.094, O38 1.405, H40 1.095
37 H 2.494 2.663 1.368  C36 1.094
38 O 2.012 1.004 0.360  C36 1.405, H39 0.965
39 H 1.332 0.689 -0.248  O38 0.965
40 H 1.569 2.943 -0.125  C36 1.095
41 C 0.470 1.565 2.883  C32 1.554, C42 1.505, H53 1.091, H54 1.092
42 C -0.098 0.175 2.775  C41 1.505, C43 1.390, C47 1.390
43 C 0.654 -0.875 2.263  C42 1.390, C44 1.383, H52 1.079
44 C 0.103 -2.137 2.124  C43 1.383, C45 1.384, H51 1.081
45 C -1.206 -2.373 2.506  C44 1.384, C46 1.384, H50 1.080
46 C -1.958 -1.340 3.037  C45 1.384, C47 1.383, H49 1.080
47 C -1.406 -0.079 3.172  C42 1.390, C46 1.383, H48 1.082
48 H -2.000 0.721 3.593  C47 1.082
49 H -2.978 -1.518 3.346  C46 1.080
50 H -1.640 -3.356 2.398  C45 1.080
51 H 0.701 -2.940 1.716  C44 1.081
52 H 1.674 -0.695 1.958  C43 1.079
53 H 1.524 1.503 3.158  C41 1.091
54 H -0.056 2.091 3.683  C41 1.092
55 H -0.578 5.702 0.986  C27 1.092
56 H -1.417 4.606 -1.119  C26 1.094
57 H -2.274 4.076 0.348  C26 1.107
58 H -1.757 2.684 -2.381  C24 1.095
59 H -2.789 1.919 -1.145  C24 1.104
60 H 0.644 1.554 -2.615  C14 1.080
61 H 1.802 -0.575 -2.860  C13 1.078

HOMO ... -8.31 eV
SMILES string ... CC(C)Oc1ccc(CN2CCC[C@@](CO)(Cc3ccccc3)C2)cc1CO
E ... -1214.80103 Eh


Relative energy (zero: lowest compared OMol25 entry of this formula, charge and spin) values, unit kJ/mol, following the record order: 52.6; 412.2; 33.0.